Version P
Entry from the OMol25 dataset: a 3-piece molecular cluster, C3H12N2O2 overall (ωB97M-V/def2-TZVPD).

The geometry in XYZ format:
```
19
Properties=species:S:1:pos:R:3:lowdin_charge:R:1
C 0.92 0.35 -0.40 -0.06
C 0.81 -0.19 0.98 -0.36
N 2.09 -0.22 1.63 0.07
C -0.33 -0.42 1.81 -0.18
N -0.81 0.68 2.65 -0.04
H 1.95 0.02 -0.80 0.08
H 0.73 1.42 -0.47 0.09
H 0.44 -0.21 -1.15 0.04
H 2.14 0.27 2.55 0.10
H 2.77 0.26 1.07 0.06
H -1.19 -1.09 1.48 0.08
H -1.83 0.91 2.64 0.08
H -0.49 0.70 3.60 0.03
O 2.07 -2.20 -2.01 -0.11
H 2.29 -3.02 -2.52 0.06
H 2.75 -2.22 -1.28 0.06
O -5.12 1.77 -3.42 -0.10
H -4.25 2.15 -3.62 0.02
H -4.94 1.04 -2.74 0.07
```

## Properties
- SMILES = C/C(N)=C/N.O.O
- LUMO level (eV) = 0.62
- HOMO-LUMO gap (hartree) = 0.265
- 2S+1 = 1

Version Q
Entry from the OMol25 dataset: a 2-piece molecular cluster, C3H12N2O2 overall (ωB97M-V/def2-TZVPD).

The geometry in XYZ format:
```
19
Properties=species:S:1:pos:R:3:lowdin_charge:R:1
N -2.29 0.36 1.06 0.00
C -1.42 -0.28 0.02 -0.30
C -0.07 0.36 -0.18 -0.28
N 0.79 -0.18 0.87 -0.08
C 2.02 0.67 1.16 -0.26
O 3.17 -0.04 0.71 -0.11
H -2.94 -0.35 1.43 0.07
H -2.78 1.19 0.92 0.03
H -1.94 -0.34 -1.08 0.13
H -1.48 -1.43 0.11 0.13
H 0.51 0.11 -1.11 0.10
H -0.22 1.44 -0.16 0.11
H 0.29 -0.49 1.76 0.13
H 2.03 1.64 0.63 0.11
H 2.11 0.78 2.27 0.12
H 2.99 -0.87 0.19 0.10
O -0.55 -0.94 -3.00 -0.11
H -0.30 -1.21 -2.04 0.05
H 0.07 -0.44 -3.54 0.04
```

## Properties
- SMILES = NCCNCO.O
- LUMO level (eV) = 0.77
- HOMO-LUMO gap (hartree) = 0.362
- 2S+1 = 1

Stability verdict: version Q, ahead by 172.7 kJ/mol

Version P
Entry from the OMol25 dataset: a 2-piece molecular cluster, C3H12N2O2 overall (ωB97M-V/def2-TZVPD).

The geometry in XYZ format:
```
19
Properties=species:S:1:pos:R:3:lowdin_charge:R:1
N -0.47 -2.37 -0.81 -0.02
C -1.37 -1.19 -0.75 -0.23
N -0.62 -0.12 0.07 -0.10
C 0.07 0.86 -0.73 -0.28
C 0.03 2.19 -0.11 -0.29
O 1.02 2.61 0.83 -0.08
H 0.50 -2.15 -1.21 0.10
H -0.28 -2.89 0.03 0.04
H -1.28 -0.83 -1.74 0.08
H -2.40 -1.33 -0.42 0.11
H -1.04 0.37 0.97 0.16
H 1.09 0.62 -0.66 0.09
H -0.18 0.95 -1.81 0.14
H 0.25 2.90 -0.96 0.13
H -0.94 2.33 0.35 0.12
H 1.77 1.95 0.82 0.11
O 1.26 -1.43 2.37 -0.01
H 2.04 -1.40 1.90 -0.01
H 0.58 -1.05 1.87 -0.04
```

## Properties
- SMILES = NCNCCO.O
- LUMO level (eV) = 0.74
- HOMO-LUMO gap (hartree) = 0.350
- 2S+1 = 1

Version Q
Entry from the OMol25 dataset: a 2-piece molecular cluster, C3H12N2O2 overall (ωB97M-V/def2-TZVPD).

The geometry in XYZ format:
```
19
Properties=species:S:1:pos:R:3:lowdin_charge:R:1
N -2.25 0.09 -2.77 0.00
C -2.01 0.25 -1.33 -0.25
N -1.37 -1.07 -0.80 -0.09
C 0.04 -0.91 -0.54 -0.25
C 0.46 0.16 0.50 -0.27
O 1.78 -0.05 0.98 -0.10
H -3.26 0.05 -2.86 0.05
H -1.87 -0.82 -3.00 0.06
H -2.79 0.44 -0.61 0.11
H -1.17 0.94 -1.18 0.08
H -1.86 -1.57 -0.08 0.09
H 0.51 -0.63 -1.49 0.11
H 0.61 -1.81 -0.24 0.12
H -0.22 0.26 1.35 0.12
H 0.51 1.12 -0.07 0.11
H 2.13 0.73 1.43 0.04
O 2.70 1.21 3.14 -0.04
H 3.53 1.69 3.23 0.05
H 2.69 0.50 3.79 0.07
```

## Properties
- SMILES = NCNCCO.O
- LUMO level (eV) = 0.59
- HOMO-LUMO gap (hartree) = 0.337
- 2S+1 = 1

Version R
Entry from the OMol25 dataset: a 3-piece molecular cluster, C3H12N2O2 overall (ωB97M-V/def2-TZVPD).

The geometry in XYZ format:
```
19
Properties=species:S:1:pos:R:3:lowdin_charge:R:1
C 2.60 0.43 0.81 -0.09
C 1.11 0.27 0.40 -0.31
N 0.58 -0.98 0.94 0.01
C -0.67 -1.03 1.14 -0.31
N -1.64 -0.05 0.97 0.10
H 3.09 1.10 0.11 0.06
H 2.66 0.88 1.80 0.06
H 2.90 -0.60 0.93 0.07
H 0.49 1.12 0.70 0.10
H 1.11 0.30 -0.69 0.09
H -1.14 -1.98 1.39 0.11
H -1.33 0.64 0.32 0.05
H -2.55 -0.35 1.24 0.08
O -2.53 2.12 -1.57 -0.06
H -2.90 1.43 -1.02 0.01
H -3.27 2.29 -2.17 0.04
O 0.26 -1.87 -2.05 -0.05
H 1.00 -1.29 -1.97 -0.01
H 0.25 -2.43 -1.28 0.02
```

## Properties
- SMILES = CC/N=C\N.O.O
- LUMO level (eV) = 0.59
- HOMO-LUMO gap (hartree) = 0.366
- 2S+1 = 1

Version S
Entry from the OMol25 dataset: a 2-piece molecular cluster, C3H12N2O2 overall (ωB97M-V/def2-TZVPD).

The geometry in XYZ format:
```
19
Properties=species:S:1:pos:R:3:lowdin_charge:R:1
N -1.37 1.52 1.42 -0.03
C -0.12 0.70 1.45 -0.26
C -0.15 -0.50 0.40 -0.23
N -0.35 0.07 -0.97 -0.06
C -0.90 -1.01 -1.87 -0.29
O -0.06 -1.10 -2.99 -0.12
H -1.19 2.50 1.17 0.08
H -1.84 1.42 2.33 0.06
H -0.10 0.06 2.40 0.13
H 0.77 1.38 1.27 0.11
H 0.86 -1.02 0.14 0.12
H -1.01 -1.12 0.75 0.11
H -0.97 0.87 -0.95 0.08
H -0.85 -1.99 -1.38 0.11
H -1.75 -0.73 -2.51 0.12
H 0.89 -0.84 -2.73 0.12
O 2.81 -0.15 1.12 -0.07
H 3.29 0.28 0.33 0.10
H 2.06 -0.33 0.61 -0.09
```

## Properties
- SMILES = NCCNCO.O
- LUMO level (eV) = 0.71
- HOMO-LUMO gap (hartree) = 0.372
- 2S+1 = 1

Stability verdict: version R, ahead by 52.9 kJ/mol